Entry 1:
This record from the Open Molecules 2025 dataset describes 8 unconnected molecules or ions with the total composition C56H125BF4N6O in a non-equilibrium geometry. The level of theory is wB97M-V/def2-TZVPD.

Values from the calculation:
Relative energy (zero: lowest compared OMol25 entry of this formula, charge and spin) in kJ/mol: 0.00
Charge: +4
F_max in eV/A: 2.9
HOMO-LUMO gap in hartree: 0.2534

Atoms and positions in Å:
F: -2.772 1.855 -1.534
F: -4.397 2.369 0.096
F: -4.811 0.875 -1.591
F: -4.529 3.163 -2.039
O: 0.489 -2.085 -0.724
N: -1.980 5.359 1.665
N: 3.060 -3.534 -3.260
N: -5.143 -0.897 4.383
N: 4.966 -4.004 2.881
N: 4.823 6.591 -1.683
N: -3.007 -2.648 -2.758
C: -2.918 6.314 0.948
C: -4.986 -2.485 2.443
C: -4.653 0.238 3.473
C: 4.251 8.014 -1.967
C: -3.903 -0.253 2.270
C: 5.559 -2.597 2.858
C: 3.325 -1.784 2.065
C: -2.703 4.262 2.448
C: 2.612 -2.616 -4.419
C: -4.444 -2.834 -3.231
C: -2.555 -1.238 -2.548
C: -4.688 -1.327 1.479
C: -5.813 -2.042 3.658
C: 3.640 5.955 -0.912
C: 1.726 -5.605 -3.681
C: 4.301 -4.373 -3.614
C: 4.558 -1.478 2.898
C: 2.398 3.802 -0.410
C: -5.998 -0.264 5.505
C: 5.841 -6.415 2.863
C: -0.881 4.067 4.231
C: 2.689 -3.169 2.212
C: -3.153 -4.849 -1.428
C: -6.864 -2.504 -2.828
C: -1.115 4.667 0.624
C: -8.057 1.110 6.154
C: -3.932 -1.439 5.115
C: 5.257 8.831 -2.758
C: -5.025 6.513 -0.484
C: 2.019 -4.514 -2.700
C: 3.977 -5.342 -4.741
C: -0.324 0.056 0.511
C: -1.087 6.093 2.670
C: 5.481 8.106 -4.083
C: -2.361 -4.876 -3.866
C: 6.033 6.553 -0.787
C: -7.402 0.206 5.138
C: -2.835 -3.375 -1.402
C: -2.127 -3.367 -3.745
C: -0.124 5.142 3.424
C: -2.382 -5.620 -2.515
C: 3.428 -2.765 -2.000
C: 0.577 -0.715 -0.484
C: 1.413 -1.808 -3.960
C: 6.087 -4.955 2.526
C: 7.073 -7.259 2.586
C: 4.968 5.831 -2.998
C: 4.516 -4.144 4.345
C: -1.799 3.321 3.263
C: 3.785 4.444 -0.579
C: 3.753 -4.279 1.968
C: -3.917 5.630 0.043
C: 3.001 -6.358 -4.147
C: -5.462 -2.132 -2.354
C: 5.934 6.659 -3.909
C: 0.606 -1.213 -5.111
B: -4.160 2.057 -1.255
H: 0.115 -2.012 -5.676
H: 5.451 4.888 -2.759
H: -3.496 -0.600 5.653
H: 6.105 8.684 -4.765
H: -8.151 0.652 7.139
H: 1.914 -3.129 1.437
H: -3.942 -1.639 0.753
H: 6.909 6.732 -3.423
H: 3.538 6.499 0.025
H: 0.763 -2.381 -3.302
H: -7.448 0.580 4.108
H: 4.716 -4.889 -2.752
H: -7.705 -1.984 -2.365
H: 4.860 -5.821 -5.163
H: 6.510 5.577 -0.902
H: 4.226 4.329 0.412
H: -4.663 -3.895 -3.345
H: 1.645 -0.658 -0.188
H: -2.477 2.658 3.806
H: -4.263 1.019 4.127
H: 7.502 -7.190 1.585
H: -0.107 1.120 0.616
H: -3.009 -0.784 -1.668
H: -3.033 -5.314 -0.448
H: -3.573 6.709 1.727
H: 2.047 -3.258 3.089
H: 3.476 -2.012 -4.700
H: -3.427 5.131 -0.799
H: 6.194 9.121 -2.275
H: 4.151 -1.165 3.864
H: -4.237 -4.952 -1.547
H: 1.101 -3.934 -2.592
H: -5.306 -2.405 -1.310
H: 1.809 -0.938 -3.434
H: -0.555 5.415 0.069
H: 5.479 -6.603 3.873
H: -5.823 -2.809 4.433
H: 2.342 -4.792 -1.700
H: -2.227 6.993 0.456
H: -4.026 -2.940 2.702
H: -1.109 -3.292 -3.356
H: -5.576 0.739 3.164
H: -5.731 6.025 -1.153
H: 1.038 -6.404 -3.402
H: -2.868 -0.662 -3.417
H: 6.943 -4.574 3.090
H: -0.133 3.434 4.703
H: 3.395 -6.775 -3.216
H: -1.828 6.573 3.308
H: -1.483 -1.203 -2.351
H: 6.389 -4.783 1.492
H: -1.369 -0.051 0.211
H: -5.387 0.558 5.873
H: -5.487 -3.305 1.924
H: 7.879 -6.965 3.262
H: -3.163 -1.769 4.420
H: -7.023 -2.205 -3.868
H: -3.380 3.762 1.755
H: -6.841 -1.814 3.388
H: -4.154 -2.269 5.781
H: 4.173 8.359 -0.937
H: 4.861 9.839 -2.906
H: 4.529 8.177 -4.624
H: -2.196 -2.895 -4.723
H: -1.374 -5.826 -2.142
H: 0.327 5.833 4.136
H: 3.526 -4.807 -5.575
H: -9.074 1.289 5.804
H: 2.803 6.175 -1.571
H: -3.804 0.646 1.647
H: -8.043 -0.659 4.929
H: 2.510 -3.312 -5.246
H: 5.814 6.514 0.278
H: 6.028 6.134 -4.857
H: 4.061 -1.933 -2.302
H: 4.206 -3.210 4.800
H: 6.206 -2.526 1.981
H: -5.656 6.972 0.280
H: 2.534 2.814 0.037
H: -5.355 -1.051 -2.464
H: 6.744 7.318 -1.079
H: -6.008 -1.057 6.252
H: -1.527 -5.277 -4.444
H: -4.506 -2.517 -4.275
H: 5.417 -4.499 4.841
H: 0.572 4.609 2.780
H: -0.441 4.016 1.172
H: -1.761 -3.220 -1.243
H: 3.827 -3.439 -1.248
H: 3.693 -4.851 4.397
H: 6.252 -2.577 3.699
H: 1.798 3.685 -1.311
H: 1.213 -0.710 -5.866
H: 1.803 4.303 0.357
H: -5.663 -0.975 1.147
H: 2.545 -2.334 -1.514
H: -0.202 -0.432 1.485
H: 4.092 -4.295 0.937
H: -7.097 -3.568 -2.765
H: -3.375 -2.846 -0.624
H: -7.589 2.090 6.253
H: -3.425 4.710 3.137
H: -3.269 -5.154 -4.401
H: -1.445 4.616 4.985
H: -0.543 6.854 2.113
H: 3.240 -5.182 2.289
H: 3.565 -1.493 1.035
H: 6.822 -8.303 2.762
H: -2.766 -6.636 -2.613
H: -1.717 4.002 0.006
H: 3.951 5.674 -3.349
H: 3.320 7.957 -2.522
H: 4.395 3.941 -1.325
H: -0.181 -0.537 -4.783
H: 1.245 -5.168 -4.564
H: 5.033 -3.661 -3.999
H: 5.049 -6.831 2.230
H: -4.428 4.757 0.460
H: 2.774 -7.173 -4.829
H: -1.304 2.639 2.568
H: -2.834 -0.455 2.376
H: 2.492 -1.104 2.264
H: -4.571 7.328 -1.056
H: 4.940 -0.515 2.555
H: 0.461 -0.170 -1.443

---

Entry 2:
This record from the Open Molecules 2025 dataset describes 10 unconnected molecules or ions with the total composition C12H44O10 in a non-equilibrium geometry. The level of theory is wB97M-V/def2-TZVPD.

Values from the calculation:
Relative energy (zero: lowest compared OMol25 entry of this formula, charge and spin) in kJ/mol: 543.14
SMILES: CCO.CCO.CCO.CCO.CCO.CO.CO.O.O.O
F_max in eV/A: 2.8
HOMO-LUMO gap in hartree: 0.3721

Atoms and positions in Å:
O: -1.656 -32.185 11.976
O: 3.535 -36.894 7.575
O: -3.168 -36.353 9.305
O: -4.631 -37.790 16.631
O: 2.325 -36.712 12.296
O: -7.407 -43.834 14.187
O: -8.558 -30.589 12.682
O: -0.632 -40.616 10.308
O: -1.422 -34.383 16.551
O: -4.013 -32.828 5.110
C: -1.605 -42.173 11.909
C: -0.821 -34.115 18.915
C: -4.407 -31.572 5.608
C: -7.506 -31.554 12.920
C: -7.711 -44.112 12.849
C: -4.997 -30.724 4.470
C: -7.933 -42.830 12.006
C: -8.118 -32.591 13.788
C: -0.750 -33.574 17.520
C: -4.090 -36.484 10.364
C: -0.407 -41.360 11.429
C: 2.535 -36.032 7.098
H: -5.291 -31.705 6.232
H: -2.066 -42.765 11.119
H: -1.080 -32.538 17.590
H: -3.602 -36.284 11.318
H: -8.462 -43.103 11.093
H: -1.552 -33.771 15.822
H: -2.654 -37.164 9.301
H: -0.333 -41.155 9.572
H: 1.471 -36.566 12.703
H: -8.596 -44.745 12.791
H: -1.242 -42.762 12.751
H: -4.235 -30.346 3.788
H: 0.256 -33.289 17.212
H: -6.823 -31.100 13.638
H: -7.498 -33.478 13.655
H: -4.981 -35.865 10.262
H: -2.293 -41.511 12.436
H: -1.457 -32.637 11.156
H: 3.882 -37.327 6.791
H: -7.099 -42.342 11.501
H: 2.236 -35.367 7.908
H: -3.661 -31.135 6.271
H: -1.791 -34.518 19.207
H: 1.669 -36.610 6.776
H: -4.456 -37.511 10.392
H: -9.062 -33.040 13.479
H: -0.486 -33.334 19.597
H: -1.616 -31.255 11.753
H: -5.722 -31.244 3.843
H: -5.273 -37.106 16.820
H: -8.341 -32.241 14.796
H: 0.407 -42.046 11.199
H: -3.655 -33.416 5.779
H: -5.580 -29.928 4.932
H: -6.963 -31.992 12.083
H: -6.876 -44.672 12.429
H: -8.538 -42.079 12.514
H: 2.806 -35.393 6.257
H: -8.056 -29.999 12.115
H: 2.122 -36.993 11.404
H: 0.026 -40.825 12.274
H: -3.814 -37.317 16.475
H: -7.013 -44.552 14.688
H: -0.154 -34.976 18.947

---

Entry 3:
This record from the Open Molecules 2025 dataset describes 3 unconnected molecules or ions with the total composition C13H27BFN3O10 in a non-equilibrium geometry. The level of theory is wB97M-V/def2-TZVPD.

Values from the calculation:
SMILES: CB(O)N(CCCO)C[C@@H](F)OCCC(=O)OC(C)=O.C[N+](=O)[O-].C[N+](=O)[O-]
F_max in eV/A: 1.2
HOMO-LUMO gap in hartree: 0.3324

Atoms and positions in Å:
F: 1.743 -1.115 -0.190
O: -3.824 -1.656 -3.250
O: -2.522 -0.030 -3.769
O: -3.463 -0.971 -0.433
O: 0.064 0.950 3.037
O: 3.534 -0.873 1.193
O: 1.156 3.326 -0.746
O: 3.582 3.315 1.915
O: 1.401 3.343 1.474
O: 2.004 -0.469 -4.367
O: 1.146 1.364 -5.107
N: 1.743 0.713 -4.275
N: 0.154 -1.249 1.978
N: -3.450 -0.778 -4.000
C: -1.325 -2.083 0.112
C: 2.726 1.412 0.726
C: 2.671 2.772 1.385
C: -4.196 -0.597 -5.273
C: 0.646 3.389 0.337
C: -0.800 -0.971 4.477
C: -2.834 -2.217 -0.152
C: 3.284 0.410 1.742
C: 2.432 -1.660 0.892
C: -0.944 -2.150 1.598
C: 1.465 -1.879 2.085
C: -0.816 3.519 0.622
C: 2.211 1.416 -3.047
B: -0.175 -0.419 3.137
H: 1.906 2.452 -3.113
H: 1.982 -1.501 2.976
H: -3.742 0.224 -5.814
H: -2.986 -2.895 -1.002
H: 3.344 1.459 -0.171
H: -1.004 -1.099 -0.248
H: -1.838 -1.876 2.174
H: -3.070 -0.641 -1.251
H: 1.712 1.110 0.467
H: 1.360 -2.961 2.226
H: -0.773 -2.822 -0.478
H: -1.318 2.632 0.226
H: 2.836 -2.612 0.539
H: 2.605 0.363 2.601
H: -0.089 -0.820 5.302
H: 3.292 1.318 -3.015
H: -0.689 -3.182 1.879
H: -1.009 3.602 1.690
H: 1.756 0.926 -2.192
H: -1.701 -0.406 4.736
H: -5.229 -0.389 -5.010
H: -4.127 -1.531 -5.821
H: -1.043 -2.036 4.451
H: 0.527 1.313 3.802
H: -1.202 4.399 0.104
H: 4.244 0.772 2.120
H: -3.359 -2.612 0.722

---

Entry 4:
This record from the Open Molecules 2025 dataset describes 3 unconnected molecules or ions with the total composition C4H16NO3 in a non-equilibrium geometry. The level of theory is wB97M-V/def2-TZVPD.

Values from the calculation:
Relative energy (zero: lowest compared OMol25 entry of this formula, charge and spin) in kJ/mol: 191.96
Charge: +2
⟨S²⟩: 0.754
F_max in eV/A: 1.8
Spin multiplicity: 2
HOMO-LUMO gap (alpha / beta) in hartree: 0.4021 / 0.1463

Atoms and positions in Å:
O: 0.879 -1.993 -1.750
O: 2.450 -1.160 1.058
O: 0.078 3.242 -0.691
N: 0.184 0.257 -0.105
C: -0.642 -0.257 -1.274
C: -0.276 0.104 1.335
C: -1.564 0.750 1.737
C: -0.481 -1.754 -1.443
H: -1.566 0.774 2.830
H: 0.785 3.912 -0.785
H: -0.183 -0.940 1.638
H: -1.183 -2.142 -2.202
H: -1.655 0.055 -1.011
H: 2.609 -2.000 0.632
H: 0.224 1.282 -0.174
H: -2.382 0.090 1.425
H: 0.995 -2.943 -2.043
H: -0.531 3.765 -1.234
H: 1.107 -0.194 -0.128
H: 0.596 0.579 1.805
H: -0.331 0.273 -2.173
H: -1.693 1.789 1.423
H: -0.658 -2.333 -0.498
H: 3.239 -1.157 1.627